*i*
Entry from the OMol25 dataset: a 2-piece molecular cluster, C5H11N overall (ωB97M-V/def2-TZVPD).

Results
highest occupied orbital energy	-7.90	eV

Last columns: bonded neighbours and bond lengths (Å).
Cartesian coordinates (Å):
1 C 2.04 -0.85 -0.12  C2 1.524, H6 1.093, H7 1.095, H8 1.097
2 C 1.21 0.12 -0.95  C1 1.524, N3 1.467, H9 1.095, H10 1.109
3 N 0.87 1.29 -0.12  C2 1.467, C4 1.497, C5 1.452
4 C -0.51 1.87 -0.18  N3 1.497, C5 1.284, H11 1.081
5 C -0.20 1.16 0.85  N3 1.452, C4 1.284, H12 1.083
6 H 2.55 -1.57 -0.77  C1 1.093
7 H 2.81 -0.30 0.45  C1 1.095
8 H 1.43 -1.42 0.59  C1 1.097
9 H 1.83 0.55 -1.74  C2 1.095
10 H 0.36 -0.41 -1.42  C2 1.109
11 H -0.95 2.76 -0.60  C4 1.081
12 H -0.29 0.76 1.85  C5 1.083
13 C -2.23 -0.79 0.43  H14 1.091, H15 1.095, H16 1.097, H17 1.084
14 H -2.02 0.15 -0.09  C13 1.091
15 H -2.50 -0.60 1.47  C13 1.095
16 H -1.35 -1.44 0.41  C13 1.097
17 H -3.06 -1.29 -0.07  C13 1.084



*ii*
Entry from the OMol25 dataset: one molecule with the formula C5H11N (ωB97M-V/def2-TZVPD).

Results
highest occupied orbital energy	-7.10	eV

Last columns: bonded neighbours and bond lengths (Å).
Cartesian coordinates (Å):
1 C 2.57 -0.23 -0.42  C2 1.465, H7 1.104, H8 1.213, H9 1.088
2 C 1.14 -0.54 -0.49  C1 1.465, C3 1.484, H10 1.136, H11 1.099
3 C 0.21 0.33 0.27  C2 1.484, C4 1.369, H12 1.117
4 C -1.15 0.16 0.18  C3 1.369, C5 1.531, N6 1.362
5 C -2.11 0.54 1.31  C4 1.531, H13 1.139, H14 1.107, H15 1.093
6 N -1.69 -0.28 -0.99  C4 1.362, H16 1.028, H17 0.981
7 H 3.11 -0.27 0.55  C1 1.104
8 H 3.14 -1.06 -1.09  C1 1.213
9 H 3.02 0.64 -0.89  C1 1.088
10 H 1.01 -1.59 -0.08  C2 1.136
11 H 0.70 -0.32 -1.48  C2 1.099
12 H 0.71 1.18 0.80  C3 1.117
13 H -2.61 1.56 1.38  C5 1.139
14 H -2.84 -0.24 1.58  C5 1.107
15 H -1.59 0.62 2.28  C5 1.093
16 H -2.64 -0.01 -1.28  N6 1.028
17 H -0.99 -0.50 -1.64  N6 0.981



Relative energies, kJ/mol: *i* 196.2; *ii* 0.0.